ORCA calculation (wB97M-V/def2-TZVPD) on C2H9NO as an isolated structure at a distorted geometry.

Geometry (Å):
H: -1.11947 0.68035 1.35219
O: -1.98712 1.35139 1.89223
N: -0.14277 0.04624 0.78343
H: -1.72798 1.59155 2.71055
H: 0.75510 0.40622 1.09591
C: 0.04547 0.09613 -0.78349
H: 0.33722 1.08248 -1.01707
H: -0.98646 -0.04547 -1.26999
H: -0.31347 -0.96495 1.03176
C: 1.11581 -0.84202 -1.26488
H: 0.79443 -1.00394 -2.29091
H: 2.09682 -0.48741 -1.32570
H: 1.13243 -1.91058 -0.91404

Values from the calculation:
- multiplicity = 1
- HOMO level (eV) = -8.78
- E_LUMO (eV) = 0.6749
- molecular weight (g mol⁻¹) = 63.10
- energy above the lowest of the compared OMol25 structures with the same formula, charge and spin (kcal/mol) = 32.8

Atomic partial charges in e from the Mulliken method, atoms 1 to 5: atom 1 (H): 0.4066, atom 2 (O): -0.8604, atom 3 (N): -0.5343, atom 4 (H): 0.2282, atom 5 (H): 0.2996

=====

ORCA calculation (wB97M-V/def2-TZVPD) on a 2-piece molecular cluster, C2H9NO overall at a distorted geometry.

Geometry (Å):
C: -1.37175 0.46136 -0.04750
N: -0.19693 -0.15172 0.52808
C: 0.25455 -1.47323 0.02937
H: -1.91873 -0.18764 -0.75034
H: -2.14846 0.83720 0.61806
H: -1.03808 1.28110 -0.69847
H: -0.34566 -0.34055 1.51422
H: -0.50908 -1.97647 -0.57349
H: 0.75842 -2.01351 0.81248
H: 0.98444 -1.23451 -0.77354
H: 1.45271 0.88384 -0.09877
H: 2.03143 2.37852 -0.02737
O: 2.04714 1.53561 -0.53272

Values from the calculation:
- multiplicity = 1
- HOMO level (eV) = -9.24
- E_LUMO (eV) = 1.0014
- molecular weight (g mol⁻¹) = 63.10
- SMILES = CNC.O
- energy above the lowest of the compared OMol25 structures with the same formula, charge and spin (kcal/mol) = 16.0

Atomic partial charges in e from the Mulliken method, atoms 1 to 5: atom 1 (C): -0.7468, atom 2 (N): -0.3823, atom 3 (C): -0.7634, atom 4 (H): 0.2360, atom 5 (H): 0.3199